Record 1
DFT (wB97M-V/def2-TZVPD) results for 9 unconnected molecules or ions with the total composition C31H51BrN13O3P2S2 at a distorted geometry.

Structure (XYZ):
```
103
Properties=species:S:1:pos:R:3:forces:R:3
C 2.0233 3.6325 3.9215 0.2818 -0.0578 0.8972
P 1.2116 3.4912 2.1586 -0.2421 1.0871 -0.2651
O -0.2416 4.4815 2.1728 0.7346 -3.6499 0.1820
C 0.7738 1.6585 1.8520 -2.4308 -3.0125 0.3098
N -0.2302 1.0601 1.1023 2.0799 0.9362 2.8654
C -0.2240 -0.4832 1.1141 0.7699 -0.5139 -2.4903
C 0.6831 -0.7670 -0.2623 0.2794 -0.7371 0.1302
C 0.1993 0.1420 -1.5473 0.3497 -0.0972 -1.0925
C 1.1348 1.4760 -1.8196 0.4371 -0.2020 0.5764
N 0.4242 2.7893 -1.4884 0.1754 -0.4053 -1.5440
P -1.8780 -1.3699 0.6017 -1.7897 0.0037 1.9788
N -3.0322 -1.2770 1.7321 1.0256 -1.2862 -1.1128
C 0.3864 -1.0869 2.5497 -0.0298 1.0274 -0.7065
C -0.5622 -1.0359 3.8853 -0.3186 0.4681 0.9285
C -1.4389 0.3374 4.0666 0.1935 1.3178 0.2819
C -2.5564 0.2790 5.2780 0.9012 -0.7882 0.6138
C -2.6625 1.7089 6.0837 0.1921 -1.6143 0.5437
S -3.7099 3.0133 5.2359 -0.6852 -1.0258 -1.6539
C -4.1798 2.5221 3.4891 1.0277 1.7615 -4.1869
N -3.7888 3.5130 2.3729 -1.7505 -4.9905 2.6295
N -4.1993 3.0166 1.1366 -3.2682 -5.6674 5.0035
C -4.9091 1.7000 1.4838 2.0344 3.1015 0.1036
O -4.9016 1.3622 2.9424 2.1954 4.8735 -3.1581
C 1.2990 -2.4518 2.4933 0.0540 -0.2080 0.0926
C 0.5892 -3.7869 3.1258 4.9910 -3.2104 5.7977
O 1.2836 -4.4665 4.0780 -4.9297 4.6640 -6.6749
Br -1.2018 -4.5342 2.6287 1.6960 0.8873 0.1974
S 1.7528 0.2435 2.6733 -1.4392 1.6423 -0.4373
H 1.2964 4.2351 4.6517 1.6686 -1.4182 -1.6556
H 2.3247 2.5869 4.3679 -0.8748 1.9496 -0.8553
H 3.0422 4.2272 3.7646 -2.4843 -1.0905 0.1843
H -1.0297 3.8485 2.1848 0.9085 1.4160 0.1365
H -0.9320 1.6348 0.5727 0.5581 -0.5986 0.3708
H 0.5713 -1.9241 -0.4662 0.3149 2.2866 0.0816
H 1.8256 -0.5609 -0.1025 -2.2686 -0.3762 -0.0745
H 0.3264 -0.5398 -2.5141 -0.4848 1.4381 2.2096
H -0.9117 0.5092 -1.4853 2.0837 -0.9121 -0.0865
H 1.5455 1.4882 -2.9250 -0.8562 -0.2293 2.2911
H 2.0422 1.4003 -1.0660 -1.5401 0.0615 -1.6456
H -0.6103 2.6672 -1.4288 1.5653 0.0542 -0.3357
H 0.5896 3.4798 -2.2799 -0.2415 -1.2228 1.4516
H -1.4766 -2.7485 0.2933 0.1454 1.3552 0.0123
H -2.4033 -0.8297 -0.6271 1.0488 -0.0705 0.4347
H -3.2644 -2.2463 2.0440 0.2044 1.0930 -0.1098
H 0.1777 -1.0830 4.8210 -1.4679 0.0043 -2.0471
H -1.3059 -1.9375 4.0023 1.6161 1.6154 -0.6910
H -0.6778 1.2035 4.3762 -1.4769 -1.7737 -0.6627
H -1.9744 0.7189 3.0975 1.0511 -1.1192 1.7225
H -2.1599 -0.5147 6.0745 -0.8213 1.7053 -1.5845
H -3.6069 -0.1359 4.9225 2.2174 1.1410 0.5940
H -1.6077 2.1926 6.2836 -2.0711 -1.0927 -0.5328
H -3.1776 1.4878 7.1340 1.0240 0.6534 -2.3535
H -5.3980 0.9872 0.6684 1.2134 1.5508 2.4166
H 2.2681 -2.2241 3.1520 -2.2783 -0.9454 -1.2070
H 1.6965 -2.7389 1.4310 -0.9833 0.7050 1.8425
C -3.7578 3.3724 -2.9975 -0.0807 0.1711 -0.2510
C -2.9665 2.8845 -1.8555 0.4664 -0.4669 0.8672
N -2.3413 2.4991 -0.9534 -1.3842 0.4276 -1.4063
H -4.6443 3.9249 -2.6688 0.2426 -0.1341 0.2359
H -3.1752 4.0456 -3.6353 0.1267 -0.1116 0.3172
H -4.1062 2.5487 -3.6297 0.2638 0.0014 0.4058
C 2.9474 -0.3294 -5.8187 0.2512 -0.1337 -0.0776
C 1.6913 0.4387 -5.7981 -1.0039 0.5929 0.0300
N 0.6988 1.0455 -5.7818 1.5529 -0.9567 0.0762
H 3.2079 -0.7055 -4.8237 -0.2552 0.2445 -0.1222
H 2.8808 -1.1960 -6.4849 -0.2359 0.2159 0.0551
H 3.7889 0.2805 -6.1644 -0.2823 0.0763 0.0867
C -5.9613 -1.5015 -1.4819 -0.1268 -0.2034 0.0829
C -5.1740 -0.4335 -2.1207 0.6598 0.8804 -0.5439
N -4.5521 0.4102 -2.6254 -1.0400 -1.5504 0.9238
H -6.6949 -1.0966 -0.7768 0.1975 0.1180 -0.1811
H -6.5138 -2.0932 -2.2194 0.1850 0.2693 -0.0329
H -5.3238 -2.1948 -0.9229 0.0692 0.2756 -0.1310
C -0.1535 7.6784 3.5277 -0.2458 0.1048 0.0613
C 1.2133 7.2122 3.2399 1.0890 -0.3763 -0.2615
N 2.2931 6.8439 3.0127 -1.7643 0.4668 0.3817
H -0.8926 6.8854 3.3718 0.3422 -0.0283 -0.0717
H -0.2558 8.0166 4.5643 0.2631 -0.0926 -0.1642
H -0.4387 8.5174 2.8841 0.2766 -0.1749 0.0263
C 4.1863 -3.4617 -2.5122 0.1633 -0.1831 -0.1351
C 3.4734 -2.1769 -2.4156 -0.4846 0.8924 0.0820
N 2.9101 -1.1619 -2.3392 1.0041 -1.6134 -0.1091
H 5.1274 -3.3617 -3.0633 -0.2038 0.2878 0.0655
H 4.4316 -3.8636 -1.5235 -0.1785 0.2739 -0.0668
H 3.5874 -4.2188 -3.0297 -0.1108 0.3879 0.0625
C 5.1444 1.6346 -1.8165 -0.0726 0.0654 0.2587
C 5.5762 1.4154 -3.2071 0.3429 -0.2044 -1.1858
N 5.9173 1.2424 -4.3058 -0.6238 0.2267 1.8017
H 5.8800 1.2544 -1.0998 0.0241 0.0165 -0.3170
H 5.0020 2.6987 -1.6000 0.1006 -0.1381 -0.2625
H 4.1953 1.1314 -1.6035 0.1755 -0.0176 -0.3269
C 4.4047 -7.4534 -2.2761 0.1876 -0.1342 0.0020
C 3.1486 -6.6853 -2.2555 -1.1518 0.5212 0.0368
N 2.1561 -6.0786 -2.2393 1.6101 -1.0064 0.0696
H 4.6652 -7.8295 -1.2811 -0.2517 0.1688 -0.1030
H 4.3381 -8.3200 -2.9423 -0.2058 0.2504 0.0640
H 5.2462 -6.8435 -2.6218 -0.2952 0.0591 0.0090
C -0.5275 -6.0010 -5.2258 -0.2344 -0.0569 0.0339
C 0.8920 -5.6554 -5.4100 1.2778 0.3173 -0.1594
N 2.0134 -5.3823 -5.5554 -1.8595 -0.4173 0.2781
H -0.7916 -6.9221 -5.7560 0.2723 0.1672 0.0211
H -0.7728 -6.1541 -4.1695 0.3180 0.0677 -0.1295
H -1.1880 -5.2116 -5.6001 0.3240 -0.0308 -0.0126
```
Forces are in eV/Å.

HOMO level ... -0.397 Eh
Orbital gap ... 7.01 eV
2S+1 ... 1
Charge ... +1
Energy relative to the best compared isomer or geometry (same formula, charge and spin) ... 218.6 kcal/mol

Record 2
DFT (wB97M-V/def2-TZVPD) results for a molecular structure, C31H51BrN2NiOP2 at a distorted geometry.

Structure (XYZ):
```
89
Properties=species:S:1:pos:R:3:forces:R:3
N -6.9661 5.2846 -6.0845 -0.2402 0.2901 -0.0157
C -6.6596 5.7621 -4.8762 0.5514 -0.6102 0.2071
C -5.7044 5.1511 -4.0548 -0.0347 -0.0708 -0.2985
C -5.0326 4.0035 -4.5289 -0.2993 0.1357 -0.6299
C -5.3906 3.5016 -5.8039 -0.4122 0.6657 -0.1170
C -6.3660 4.1902 -6.5466 0.7175 -0.4169 0.7747
C -3.9694 3.3853 -3.7677 -1.0390 0.9078 -0.0459
Ni 1.0076 -0.2953 -1.1432 0.1569 1.5691 0.3796
P 5.1699 -0.8094 -1.0755 -2.4062 1.1045 0.0367
C -3.0790 2.5183 -4.3096 0.8252 -0.3398 -0.0594
C -2.0610 1.9171 -3.5156 -1.0147 0.8143 -0.5344
C -0.8870 1.4761 -4.1533 1.1741 -0.7287 0.1299
C 0.1206 0.9164 -3.3868 -0.9143 1.0658 -0.5953
C -0.1134 0.8644 -2.0021 0.5430 -2.0525 0.4073
C -1.2694 1.2743 -1.3284 -1.1161 1.0579 -0.6545
C -2.2575 1.8408 -2.1175 0.9876 -0.4263 1.1951
Br 1.8431 1.8017 -0.7379 -0.0203 0.1051 0.3814
H -3.8656 3.7444 -2.7405 -0.0135 -0.2847 -0.2875
H -3.0538 2.3581 -5.3920 -0.0382 0.0292 0.4305
H -5.4606 5.5857 -3.0854 -0.0528 -0.1581 -0.2057
H -4.9129 2.6167 -6.2228 -0.2316 0.2251 0.1111
H -7.1721 6.6606 -4.5328 0.0366 -0.2145 -0.2183
H -6.6500 3.8402 -7.5383 -0.0111 0.1252 0.2146
H -0.7965 1.6227 -5.2292 0.0074 -0.2210 0.2058
H -3.1748 2.2326 -1.6799 0.2418 -0.3856 -0.0536
H 1.0680 0.5484 -3.7772 -0.3148 0.2252 -0.1275
H -1.3700 1.1400 -0.2479 -0.0288 0.0498 -0.3391
P -0.2370 -1.9671 -1.4496 -1.1046 -0.4239 -0.4467
C 4.9171 0.9787 -0.8068 1.0824 0.1175 0.1649
C 5.9822 1.8945 -1.3922 0.2446 0.2627 -0.1127
H 4.8158 1.1399 0.2758 0.0498 -0.1577 -0.2236
H 3.9378 1.2172 -1.2677 0.3418 -0.5654 0.1083
H 5.7696 2.9266 -1.0846 0.1140 -0.2611 -0.1387
H 6.9810 1.6225 -1.0310 -0.1942 0.1912 -0.1066
H 5.9804 1.8625 -2.4893 0.0652 0.0123 0.2393
C 4.3797 -1.2146 -2.6816 0.7822 -0.0741 -0.3420
C 5.1764 -2.3062 -3.4148 0.0312 -0.2857 -0.2495
H 4.3749 -0.2843 -3.2696 0.0053 -0.2113 0.1946
H 3.3367 -1.5218 -2.4987 0.2682 0.1682 0.1484
H 4.8283 -2.3999 -4.4508 0.0969 -0.0027 0.2709
H 6.2505 -2.0689 -3.4359 -0.3639 -0.0424 -0.0838
H 5.0655 -3.2881 -2.9338 0.0119 0.2704 -0.0899
C 4.1352 -1.5637 0.2292 0.3809 -0.7320 -0.1460
C 5.0064 -1.9448 1.4353 -0.0051 -0.0530 0.3683
H 3.6610 -2.4572 -0.2155 0.1821 0.2751 0.1935
H 3.3501 -0.8363 0.5042 0.2573 -0.0840 -0.2173
H 4.5009 -2.7006 2.0446 0.1291 0.1841 -0.0658
H 5.9708 -2.3549 1.1115 -0.2452 -0.0257 0.1452
H 5.2106 -1.0762 2.0725 -0.0307 -0.1756 -0.1580
C -0.3593 -2.7968 0.1587 0.1966 -0.0741 0.0527
C -1.1266 -4.1122 0.1472 -0.1307 -0.3558 0.2859
H -0.8293 -2.0668 0.8375 0.1868 -0.1119 -0.2036
H 0.6735 -2.9412 0.5077 -0.1528 -0.0054 0.0182
H -2.1956 -3.9545 0.3156 0.1732 0.0161 -0.1218
H -1.0058 -4.6763 -0.7823 -0.0026 0.0438 0.1312
H -0.7609 -4.7413 0.9627 -0.1368 -0.0338 -0.1189
C 0.5082 -3.0562 -2.7207 0.1515 -0.5056 0.3674
C 0.0319 -2.7489 -4.1444 -0.0406 0.0044 -0.3143
H 0.2621 -4.0909 -2.4403 0.1526 0.1408 -0.2242
H 1.6007 -2.9525 -2.6418 -0.2496 -0.1064 -0.0395
H -0.9574 -3.1800 -4.3433 0.2992 0.1295 0.0806
H -0.0353 -1.6721 -4.3452 0.0669 -0.2022 0.0755
H 0.7231 -3.1761 -4.8797 -0.1325 0.0404 0.1808
C -1.9700 -1.8347 -2.0730 0.0920 0.0224 -0.4723
C -3.0928 -1.5117 -1.0891 -0.2076 0.2361 0.5011
H -2.1950 -2.7873 -2.5825 0.1946 0.3404 0.1586
H -1.9385 -1.0614 -2.8584 0.0512 -0.3353 0.1373
H -3.8055 -0.8298 -1.5706 0.1059 -0.1948 0.1398
H -3.6522 -2.4158 -0.8101 0.2392 0.2644 -0.0370
H -2.7471 -1.0182 -0.1669 -0.1718 -0.2235 -0.3738
O -2.0666 -0.0373 1.5792 0.3408 0.0076 0.3137
C -1.8629 0.1307 2.7882 -0.2360 -0.0726 0.4549
C -0.5799 0.7556 3.3244 -0.2260 -0.2060 -0.4476
C -0.8063 2.1266 3.9632 0.1592 0.2916 0.1364
C -1.3193 2.0741 5.4027 0.0012 0.2473 -0.0973
C -2.6898 1.4299 5.5634 -0.0847 -0.1027 0.2114
C -2.7335 -0.0400 5.1569 0.0709 -0.0348 -0.0902
N -2.7900 -0.2419 3.7077 0.1765 -0.2297 -0.5840
H -0.1383 0.0592 4.0536 0.0036 0.1923 -0.1394
H 0.1002 0.8562 2.4658 -0.2075 -0.1347 0.2419
H 0.1518 2.6596 3.9535 -0.1400 -0.0642 0.0427
H -1.4862 2.7245 3.3408 0.0622 -0.1424 0.0559
H -0.5900 1.5285 6.0174 -0.0894 0.1225 -0.0303
H -1.3726 3.1026 5.7845 0.0971 -0.2464 0.0051
H -2.9757 1.4753 6.6194 0.0169 0.0686 -0.0969
H -3.4473 1.9894 5.0023 0.0515 -0.0882 0.0382
H -1.8580 -0.5620 5.5711 -0.2164 0.0237 -0.0019
H -3.6321 -0.5112 5.5691 0.2365 0.0535 -0.1065
H -3.5550 -0.7918 3.3260 0.1463 0.3768 0.1261
```
Forces are in eV/Å.

HOMO level (spin up / spin down) ... -0.479 / -0.495 Eh
Orbital gap (spin up / spin down) ... 7.68 / 4.79 eV
2S+1 ... 3
Charge ... +2
Energy relative to the best compared isomer or geometry (same formula, charge and spin) ... 0.0 kcal/mol

Record 3
DFT (wB97M-V/def2-TZVPD) results for 2 unconnected molecules or ions with the total composition C31H51F4N4O6P at a distorted geometry.

Structure (XYZ):
```
97
Properties=species:S:1:pos:R:3:forces:R:3
C -5.7914 -1.7462 -1.3975 0.8786 0.2001 0.5403
C -4.8416 -1.3311 -2.0231 0.6257 0.2054 0.3320
C -3.4950 -0.8595 -2.5720 -1.9386 -0.6232 -0.1164
C -2.5836 -2.1193 -2.6953 -0.2037 -0.4736 0.0886
C -1.0635 -2.0295 -2.3721 1.1723 0.0409 -1.2963
C -0.5786 -0.9613 -1.3557 0.1909 0.0160 2.3163
C -0.4947 0.5607 -1.8666 -0.0268 0.5891 -0.4822
F 0.6836 1.1563 -1.5014 -0.7648 -0.5489 -0.2312
F -1.4583 1.3587 -1.3248 -0.0040 -0.9085 -0.1982
C -0.5868 0.7153 -3.4230 -0.3979 1.7404 -0.6391
F 0.6306 0.5815 -4.0329 -0.7257 -0.6747 0.6963
F -0.9655 2.0182 -3.6621 0.1672 -0.8304 0.1912
C -1.3657 -1.2171 -0.0217 -0.5016 -0.6778 -0.0171
C -1.8140 -2.6925 0.3599 -1.0460 0.4320 -0.3367
O -1.9045 -2.7788 1.7854 -0.3106 -0.1973 -0.9296
C -2.9019 -3.7239 2.1855 -0.4497 -0.2858 1.1192
C -4.1736 -3.0670 2.8234 -0.5538 -1.1177 0.2711
C -5.5269 -3.5659 2.1692 0.1747 1.3085 0.3032
N -0.4215 -0.8973 1.0356 1.3317 1.1795 -0.2587
C -0.6433 0.2224 1.9710 0.3029 -0.0187 1.8050
C -1.7706 1.2030 1.7063 -0.6147 1.9223 -0.6576
C -3.1655 0.9418 1.7328 0.4110 0.2529 -0.0834
C -4.1056 1.9800 1.5031 0.2211 0.1847 0.0909
C -3.7097 3.3126 1.2399 1.4127 -0.6173 0.1414
C -2.3177 3.5968 1.2083 -0.0617 0.0921 -0.1349
C -1.7421 5.0073 0.9221 0.2365 -0.9209 0.5706
C -1.3964 2.5600 1.4564 -0.0238 -0.7256 0.0383
C 0.8962 -1.1575 0.5813 -3.7073 0.9393 -0.5453
N 1.8947 -1.3577 1.3972 1.0866 -0.6334 -0.4274
C 1.7539 -1.4490 2.8763 -1.4792 -0.8252 0.8621
C 0.7897 -2.6524 3.2466 0.5918 0.0277 -0.3784
C 3.2804 -1.4690 0.9004 1.5635 1.2487 0.8254
C 3.8464 0.0039 0.8154 0.9740 -0.2748 -0.0895
O 4.8969 0.1295 1.7969 -0.7011 -0.4042 0.2353
C 4.4360 0.3989 -0.5586 -0.9985 1.5083 -0.0370
N 5.0741 1.7411 -0.3785 -0.8070 -0.8271 -0.2119
N 0.8104 -1.0958 -0.7917 0.9023 -2.8377 -1.0955
C 1.7425 -1.7071 -1.7366 0.9514 0.3450 0.1830
P 2.0260 -3.5339 -1.6458 2.3324 -1.6744 -0.4933
O 3.4718 -3.8243 -1.7058 -0.2656 0.6719 0.1412
O 1.4704 -4.1941 -0.2428 -0.9746 0.7845 -1.7352
O 1.3658 -4.2702 -2.9594 -0.5524 0.7523 1.3718
H -6.4118 -2.0731 -0.5656 0.0173 0.1807 -1.0093
H -3.1752 -0.0516 -1.8917 0.1151 -0.4085 -0.4158
H -3.6971 -0.4316 -3.5742 0.3416 0.0200 0.5667
H -2.6847 -2.5107 -3.7327 0.1690 0.3059 0.6636
H -3.0244 -2.9244 -2.0699 0.2975 0.6481 -0.3050
H -0.7541 -3.0454 -2.0393 -0.1315 0.7841 -0.0207
H -0.5176 -1.9084 -3.3390 -0.3009 0.0144 0.6787
H -1.3572 0.0935 -3.9154 0.6074 -0.0031 0.2936
H -2.3360 -0.6994 -0.1059 0.8726 0.5459 0.9465
H -1.1490 -3.4906 -0.0329 -0.3367 0.3843 0.1460
H -2.8677 -2.7977 0.0097 0.8992 -0.3000 -0.3269
H -3.2394 -4.3988 1.3711 0.4545 0.4740 0.1681
H -2.4335 -4.3744 2.9595 -0.1426 0.4055 -0.5681
H -4.2244 -3.4163 3.8801 0.1761 0.4782 -0.5864
H -4.1366 -1.9642 2.8689 0.2410 -0.5603 -0.3066
H -5.3931 -3.8869 1.1176 -0.0965 0.0024 0.6000
H -6.2049 -2.6806 2.1671 0.2008 -0.7346 -0.1209
H -6.0246 -4.3383 2.7838 0.3938 0.2053 -0.5445
H 0.3079 0.7969 2.0531 -0.7278 -0.2148 -0.2868
H -0.7882 -0.2097 2.9947 -0.0955 0.1972 -0.6978
H -3.5005 -0.0862 1.9370 -0.0199 0.5652 -0.0920
H -5.1821 1.7619 1.5587 0.5860 -0.0456 -0.0626
H -4.4016 4.1498 1.0690 0.1083 -0.7004 0.0917
H -0.8542 4.9193 0.2586 -0.7168 0.1351 0.2150
H -2.4965 5.6927 0.4998 0.4345 -0.2981 0.2604
H -1.3349 5.3849 1.8880 -0.4485 0.0899 -0.6581
H -0.3170 2.8098 1.4407 -0.7059 -0.1285 -0.0703
H 1.3961 -0.4940 3.3100 0.2008 -0.5814 -0.4170
H 2.7066 -1.6713 3.3777 -0.0454 0.3716 -0.9637
H 0.5253 -3.2017 2.3196 -0.0026 0.4361 0.6381
H -0.1351 -2.3112 3.7415 0.4878 -0.2931 -0.2178
H 1.3504 -3.3828 3.8666 -0.4932 0.5817 -0.0978
H 3.4642 -2.0818 0.0069 -0.5298 0.3595 0.2861
H 3.9134 -1.9410 1.6834 -0.7416 0.1590 -0.4128
H 3.0432 0.7068 1.1463 0.3191 -0.3890 -0.7453
H 4.8860 1.0354 2.1378 0.2505 -0.2427 -0.2799
H 3.5745 0.5963 -1.2546 0.4548 -0.8006 0.2834
H 5.1430 -0.3319 -0.9987 -0.3914 0.1587 0.4618
H 4.8165 2.2869 -1.2076 0.3753 0.3090 0.4445
H 4.4932 2.1798 0.3433 0.4474 0.6079 -0.4142
H 2.7434 -1.2476 -1.5703 -0.5548 -0.6564 -0.1978
H 1.5424 -1.4520 -2.8006 -0.3338 -0.0659 0.8214
H 0.7177 -4.7844 -0.4181 0.1629 0.0572 0.2641
H 2.0899 -4.7867 -3.3564 -0.1195 0.1290 0.1710
C 3.9745 6.2200 -2.4342 0.1157 0.8659 -0.1747
C 4.2286 5.9525 -0.9365 0.8198 -1.3232 -0.9382
C 5.7468 6.0256 -0.6760 0.2632 0.8526 -0.0422
O 3.7986 4.7028 -0.6414 -0.7336 -0.3982 0.7368
H 4.4734 5.4822 -3.0697 0.0128 -0.1253 0.2149
H 2.9051 6.1984 -2.6621 0.0069 -0.1032 0.1288
H 4.3516 7.2129 -2.7245 -0.0396 0.0185 -0.1031
H 3.7838 6.8177 -0.3926 -0.2827 -0.1272 0.2593
H 6.2968 5.2825 -1.2610 -0.2239 -0.1027 -0.0132
H 5.9734 5.8621 0.3811 -0.1382 -0.0874 -0.0208
H 6.1437 7.0165 -0.9467 0.1027 0.0026 0.0417
```
Forces are in eV/Å.

HOMO level ... -0.163 Eh
Orbital gap ... 3.66 eV
2S+1 ... 1
Energy relative to the best compared isomer or geometry (same formula, charge and spin) ... 0.0 kcal/mol